This record from OMol25 describes one molecule with the formula C2H4OS. The level of theory is ωB97M-V/def2-TZVPD.

- Structure (SMILES): CSC=O
- Strongest force on any atom: 4.27 eV Å⁻¹
- LUMO energy: 0.1 eV
- Relative energy (zero: lowest compared OMol25 entry of this formula, charge and spin): 48.1 kcal/mol
- Gap between HOMO and LUMO: 9.41 eV
- HOMO: -9.32 eV
- E: -551.95208 Eh

Atoms and positions in Å:
C: 0.829 -0.227 0.494
S: -0.893 0.433 -0.553
C: -2.845 0.186 -0.166
O: -3.335 -0.262 0.805
H: 1.625 -0.068 -0.194
H: 1.121 0.320 1.421
H: 0.625 -1.218 0.616
H: -3.306 0.338 -1.095

Atom charges from the natural (NBO) analysis, given in e for atoms 1 to 2: atom 1 (C): -0.55, atom 2 (S): -0.16